The following is a DFT calculation (wB97M-V/def2-TZVPD) of a structure of composition C5H10CuO5.

Expectation value of S²: 0.76
HOMO (alpha / beta): -0.2711 / -0.3371 hartree
Lowest unoccupied orbital energy (alpha / beta): -1.78 / -1.78 eV
HOMO-LUMO gap (alpha / beta): 5.59 / 7.39 eV
Spin multiplicity: 2

Atoms and positions in Å:
H: -1.681 -1.423 0.667
H: -0.777 1.786 1.078
H: 0.655 -0.652 -2.603
H: 1.019 -2.173 -1.713
O: 0.758 3.585 2.224
H: -0.188 1.187 2.643
C: 1.613 2.856 1.663
C: -0.990 -2.069 -2.512
H: 0.105 -0.870 -0.647
H: 0.647 -0.934 1.366
O: 2.830 3.163 1.588
O: -1.710 -2.688 -1.448
O: 1.289 1.616 1.264
H: -0.723 -2.831 -3.266
C: -0.155 -0.257 1.035
H: -1.622 -1.314 -3.010
O: -1.412 -0.738 1.314
H: -2.390 -3.266 -1.804
C: -0.021 1.145 1.554
Cu: 2.508 5.305 2.555
C: 0.247 -1.430 -1.949

Quick look at the natural (NBO) charges, all values in e:
1. H 0.51
2. H 0.20
3. H 0.21
4. H 0.20
5. O -0.83
6. H 0.20
7. C 0.96
8. C -0.08
9. H 0.19
10. H 0.15
11. O -0.81
12. O -0.75
13. O -0.52
14. H 0.16
15. C 0.13
16. H 0.16
17. O -0.72
18. H 0.47
19. C -0.14
20. Cu 0.89
21. C -0.61

***

The following is a DFT calculation (wB97M-V/def2-TZVPD) of a cluster of 2 separate species, C4H12 in total.

HOMO: -0.4229 hartree
Lowest unoccupied orbital energy: 1.15 eV
HOMO-LUMO gap: 12.66 eV
SMILES: CC.CC

Atoms and positions in Å:
C: 0.691 -2.216 -0.670
C: 1.259 -1.130 -1.547
C: -1.185 0.900 1.181
H: 0.529 -0.322 -1.704
H: 0.505 -1.722 0.292
H: 2.148 -0.650 -1.140
C: -0.805 2.379 0.955
H: -0.197 -2.737 -1.020
H: 1.398 -3.003 -0.392
H: -1.683 3.006 0.865
H: -0.746 0.524 2.113
H: -2.272 0.870 1.200
H: 1.488 -1.343 -2.596
H: -0.731 0.158 0.516
H: -0.284 2.782 1.817
H: -0.115 2.504 0.129

Quick look at the natural (NBO) charges, all values in e:
1. C -0.61
2. C -0.62
3. C -0.62
4. H 0.20
5. H 0.20
6. H 0.21
7. C -0.61
8. H 0.21
9. H 0.20
10. H 0.21
11. H 0.20
12. H 0.21
13. H 0.20
14. H 0.21
15. H 0.20
16. H 0.21

***

Looking at max |F| for the records above, in order, we have 3.79 1.66 eV Å⁻¹.